1.
The following is a quantum chemistry calculation of C39H37FN6O5Ru as an isolated structure, from the OMol25 dataset.

The multiplicity is 5. The net charge is +4. Its total energy is -65480.151 eV. Its LUMO energy (spin up / spin down) is -10.88 / -14.32 eV. Its HOMO-LUMO gap (spin up / spin down) is 0.26272 / 0.13491 Ha.

The geometry in XYZ format:
```
89
Properties=species:S:1:pos:R:3:forces:R:3:lowdin_spin:R:1
Ru -1.2714 3.0569 -0.2510 0.051 -0.134 1.156 2.3003
C 2.3521 5.3384 0.9870 0.319 -2.727 -0.423 0.0014
O 1.3283 6.1762 0.5010 -2.271 0.143 0.128 0.0178
C 0.2664 5.3758 0.3821 0.763 2.303 -0.192 0.0253
N 0.4614 4.1393 0.3739 0.498 -3.325 -0.697 0.0283
C 1.9196 3.8608 0.4948 0.397 1.405 1.098 0.0034
C 2.2581 2.6953 1.4133 -1.431 1.618 -1.536 0.0002
C 3.2098 1.8083 0.9803 1.336 -1.337 -0.088 0.0072
C 3.4797 0.7217 1.8293 -0.064 0.261 -0.416 0.0082
C 2.7120 0.5415 2.9747 1.055 -1.188 0.152 -0.0001
C 1.7266 1.3889 3.3488 -1.128 2.461 -1.768 0.0055
C 1.4713 2.4944 2.5191 -0.112 0.567 1.246 0.0066
C -1.1016 5.8548 0.2444 -0.505 1.545 0.327 0.0297
C -1.5200 7.1756 0.3020 -0.620 -0.188 -0.747 -0.0011
C -2.8604 7.3990 0.0694 -2.183 -0.577 -0.423 0.0386
C -3.8539 6.3579 -0.1126 3.681 -1.118 0.776 -0.0023
C -3.3668 5.0439 -0.0546 2.276 1.291 0.407 0.0266
N -1.9856 4.8908 0.1097 -1.560 -1.167 -0.684 -0.0010
C -3.9542 3.6913 -0.0607 -2.729 0.525 -0.290 0.0350
N -3.2478 2.6240 -0.0186 0.938 -0.481 -0.432 0.0240
C -4.1291 1.4178 0.1204 -0.152 1.230 1.187 0.0032
C -5.5329 2.0880 0.0591 0.532 0.703 -0.773 0.0014
O -5.2673 3.5422 -0.0683 1.302 0.259 0.270 0.0317
C -3.8807 0.2814 -0.7885 0.316 0.047 0.850 0.0026
C -3.9346 0.5177 -2.1330 -0.515 -0.671 -1.384 -0.0003
C -3.8800 -0.5833 -2.9927 -0.276 2.630 -1.813 0.0038
C -3.8792 -1.8474 -2.5149 0.227 0.841 0.292 0.0019
C -3.7750 -2.0885 -1.1769 0.392 1.664 1.049 0.0004
C -3.6993 -1.0099 -0.2650 -0.327 -1.366 1.225 0.0061
H 2.3885 5.3538 2.0622 0.052 0.283 0.470 0.0003
H 3.2520 5.6307 0.5266 1.169 0.446 -0.247 0.0002
H 2.3777 3.6209 -0.4570 -0.328 0.285 -0.581 -0.0002
H 3.7729 1.9495 0.0212 -0.525 0.007 1.082 0.0001
H 4.2932 0.0148 1.6676 -0.169 0.259 -0.265 0.0001
H 2.9662 -0.2885 3.5979 0.072 -0.436 0.399 -0.0001
H 1.0642 1.3967 4.1564 -0.353 -0.987 1.634 0.0001
H 0.7310 3.2903 2.8316 0.799 -1.164 -0.415 0.0009
H -0.8419 7.9966 0.3726 0.435 0.318 0.246 -0.0005
H -3.2904 8.3919 -0.0234 0.460 0.119 0.224 0.0016
H -4.8539 6.5836 -0.2381 -1.904 0.429 -0.307 -0.0005
H -3.9634 1.0907 1.1247 0.110 -0.329 0.776 0.0003
H -6.1043 2.0298 0.9764 -0.321 -0.536 -0.209 0.0002
H -6.0219 1.8574 -0.8820 -0.559 -0.390 0.362 0.0004
H -4.2251 1.4836 -2.5632 0.527 -0.174 0.323 0.0000
H -3.9455 -0.3786 -4.0929 0.003 -0.386 1.150 0.0001
H -4.0316 -2.5610 -3.2388 -0.067 -2.115 -1.138 0.0001
H -3.7671 -3.0894 -0.8952 -0.017 -1.508 0.978 -0.0001
H -3.6532 -1.2560 0.8993 -0.164 0.854 -2.665 -0.0001
C 4.5179 -0.6971 -3.0865 -1.667 0.855 1.235 0.0008
C 3.5893 -1.6413 -2.2775 -0.550 0.345 -1.037 0.0103
N 2.3343 -1.0310 -1.7036 -0.995 1.176 0.846 0.1205
C 1.9159 0.1944 -2.1893 -0.823 -0.899 1.842 -0.0258
C 0.8446 0.8323 -1.6335 -0.540 0.975 -1.309 0.0554
C 0.3423 2.0361 -2.4349 -0.841 1.852 0.842 0.0316
O 0.9708 2.6503 -3.2447 0.811 -1.067 -0.172 0.0513
O -0.8798 2.5304 -2.0790 0.768 -1.086 -0.328 0.3180
C 0.1848 0.3683 -0.4404 -0.914 4.728 -2.247 0.0335
O -0.6946 1.0534 0.1483 0.637 -0.676 0.264 0.2110
C 0.5832 -0.8537 -0.0135 0.043 -3.107 1.128 0.0791
C -0.1291 -1.4647 0.9475 -1.489 -1.708 2.584 0.0291
C 0.1545 -2.8164 1.3106 -1.958 2.030 1.833 0.2366
F -0.4492 -3.3055 2.4432 0.976 0.849 -2.205 0.0751
C 1.0993 -3.5819 0.6291 0.387 -1.750 0.544 0.0230
C 1.8794 -2.9119 -0.3058 0.595 -1.629 -0.071 0.0092
C 1.5690 -1.6069 -0.6514 3.441 0.471 -2.863 0.0433
N 1.2113 -4.8878 1.0814 2.636 0.540 -0.982 0.0637
C 2.4522 -5.6529 0.8325 -1.950 -2.369 0.060 0.0051
C 2.4560 -6.9669 1.6861 -0.280 -1.822 -1.672 0.0008
N 1.2316 -7.8963 1.2342 0.866 0.701 -1.505 0.0000
C 0.0759 -7.0453 0.6770 2.054 0.558 0.437 0.0031
C 0.1366 -5.7398 1.4256 -1.641 -0.016 1.160 0.0060
H 5.4310 -1.1731 -3.3802 0.096 -0.618 -0.583 0.0001
H 4.8504 0.1444 -2.4800 -0.024 -0.014 0.441 -0.0002
H 3.9385 -0.2155 -3.8658 0.458 -0.429 -0.770 0.0001
H 4.1039 -1.9967 -1.4399 0.935 -0.721 1.236 0.0026
H 3.2354 -2.4824 -2.8764 0.247 -0.023 -0.141 0.0048
H 2.4367 0.7108 -2.9591 0.416 -0.107 -0.717 -0.0021
H -0.9444 -0.9381 1.4853 0.708 -0.401 -0.421 -0.0006
H 2.7045 -3.4244 -0.8437 -0.861 0.310 0.571 0.0002
H 3.3181 -5.1331 1.0795 1.482 1.147 0.327 0.0011
H 2.4730 -6.0159 -0.1828 0.348 0.342 -0.771 0.0030
H 2.2253 -6.7256 2.6993 0.570 -0.237 0.879 0.0000
H 3.3337 -7.6962 1.4478 -1.117 1.967 0.999 0.0000
H 0.9313 -8.6027 1.8930 -0.205 0.307 1.142 0.0000
H 1.5831 -8.5336 0.5083 -0.029 0.457 -0.283 0.0000
H -0.8317 -7.4918 1.0049 -0.861 -0.719 -0.742 0.0002
H 0.3188 -6.8544 -0.3821 -0.869 -0.684 0.309 -0.0001
H 0.1051 -5.9673 2.4884 0.361 -0.047 0.396 0.0024
H -0.8017 -5.2394 1.3295 -0.647 0.332 -0.572 0.0006
```
Forces are in eV/Å.



2.
The following is a quantum chemistry calculation of a 2-piece molecular cluster, C8H10Cl2O overall, from the OMol25 dataset.

The SMILES is Oc1ccccc1.CC(Cl)Cl. The value obtained for the energy above the lowest of the compared OMol25 structures with the same formula, charge and spin is 0.000 eV. Its total energy is -35550.539 eV. Its LUMO energy is 0.64 eV. Its HOMO-LUMO gap is 0.35604 Ha.

The geometry in XYZ format:
```
21
Properties=species:S:1:pos:R:3:forces:R:3:lowdin_charge:R:1
O 0.1868 1.8242 1.7265 -0.852 -0.487 0.671 0.0321
C -0.3760 1.2311 0.6246 -0.334 0.356 -0.184 -0.3727
C 0.2587 1.4346 -0.6012 0.004 0.323 -0.155 -0.0510
C -0.2673 0.8570 -1.7542 0.106 0.197 -0.170 -0.0830
C -1.4232 0.0769 -1.6940 -0.171 -0.084 -0.275 -0.1042
C -2.0522 -0.1223 -0.4662 -0.316 0.106 0.043 -0.0966
C -1.5320 0.4526 0.6936 -0.372 0.358 0.112 -0.0968
H -0.3619 1.5975 2.5163 0.694 0.251 -0.872 0.1297
H 1.1671 2.0506 -0.6328 -0.457 -0.308 0.008 0.1334
H 0.2367 1.0208 -2.7158 -0.247 -0.093 0.470 0.1156
H -1.8340 -0.3763 -2.6058 0.229 0.217 0.478 0.1118
H -2.9622 -0.7335 -0.4035 0.471 0.288 -0.024 0.1190
H -2.0287 0.2947 1.6600 0.241 0.061 -0.451 0.1155
C 2.0401 -0.7206 0.5194 0.594 0.130 0.241 -0.1989
C 0.7623 -1.5024 0.3367 -0.221 0.397 -0.527 -1.1430
Cl 1.0680 -2.9998 -0.5770 -0.007 -0.089 -0.018 0.5637
Cl 0.0296 -1.8844 1.9140 0.120 -0.243 0.185 0.6034
H 2.4753 -0.4684 -0.4622 -0.235 -0.150 0.352 0.0862
H 2.7777 -1.3092 1.0904 -0.305 0.172 -0.237 0.0808
H 1.8383 0.2159 1.0659 0.152 -0.516 -0.184 0.0619
H -0.0030 -0.9388 -0.2347 0.905 -0.887 0.538 -0.0068
```
Forces are in eV/Å.



3.
The following is a quantum chemistry calculation of a 2-piece molecular cluster, C3H8FN overall, from the OMol25 dataset.

The value obtained for the energy above the lowest of the compared OMol25 structures with the same formula, charge and spin is 1.232 eV. The multiplicity is 3. Its total energy is -7442.771 eV. Its LUMO energy (spin up / spin down) is 1.09 / -1.38 eV. Its HOMO-LUMO gap (spin up / spin down) is 0.32202 / 0.32250 Ha.

The geometry in XYZ format:
```
13
Properties=species:S:1:pos:R:3:forces:R:3:lowdin_spin:R:1
C -1.4303 -1.3905 0.3580 -0.601 -1.430 0.173 0.7751
C 0.7215 0.3058 -1.3225 -0.995 2.707 -0.757 0.1014
C 0.6149 0.7574 0.9582 -0.089 0.994 3.684 0.0847
N 0.7352 -0.2024 -0.0239 1.708 0.193 0.810 0.7210
F -0.5002 1.6502 0.7827 0.928 -0.521 -0.067 0.0269
H -1.8491 -1.5402 -0.5717 -0.761 -0.160 -1.749 0.0578
H -0.9570 -2.1625 0.8566 0.873 -1.545 0.620 0.0505
H -1.5547 -0.5433 0.9013 -0.545 2.474 1.102 0.0579
H 0.6499 -0.5667 -1.9129 -0.848 -0.583 -1.353 0.0049
H -0.1667 1.1334 -1.3572 1.944 -2.013 -0.700 0.0277
H 1.6749 0.7966 -1.7627 -1.068 -0.321 1.334 0.0520
H 0.5174 0.3891 2.1011 -0.114 0.246 -2.798 0.0041
H 1.5441 1.3731 0.9928 -0.433 -0.040 -0.298 0.0360
```
Forces are in eV/Å.



4.
The following is a quantum chemistry calculation of C5H4N2O as an isolated structure, from the OMol25 dataset.

The value obtained for the energy above the lowest of the compared OMol25 structures with the same formula, charge and spin is 5.180 eV. Its total energy is -10271.582 eV. Its LUMO energy is 0.56 eV. Its HOMO-LUMO gap is 0.33841 Ha.

The geometry in XYZ format:
```
12
Properties=species:S:1:pos:R:3:forces:R:3:lowdin_charge:R:1
C -0.5729 -0.1753 2.0295 4.489 5.586 -2.338 -0.0154
C 0.3128 -0.6452 0.2435 -1.800 0.187 2.397 -0.2557
C 0.9821 -0.8764 -0.9362 -1.089 0.728 3.926 -0.0782
C -0.8753 1.3268 -0.4829 0.413 2.135 -0.473 -0.1133
C -0.6878 0.3344 0.4940 1.935 -0.335 0.975 -0.0767
H -1.5239 -0.4448 2.2769 -1.993 -1.836 1.636 0.0661
H -0.0227 0.7757 2.7126 -1.816 -3.310 -1.737 0.2018
H 1.8966 -1.3986 -1.0076 0.661 -0.880 -0.800 0.1155
H -1.1233 2.5199 -0.6500 -0.536 -3.321 1.733 0.1686
N 0.5809 0.0272 -1.7107 -0.440 3.013 -6.514 -0.0022
N -0.2872 1.0714 -1.6478 1.632 -1.840 0.026 -0.0047
O 0.4705 -1.1160 1.5113 -1.456 -0.127 1.169 -0.0059
```
Forces are in eV/Å.